Entry 1:
Computed, not measured: a structure of composition C17H22Br2I2N2OS, with ωB97M-V/def2-TZVPD.

```
! RIJCOSX wB97M-V def2-TZVPD def2/J DEFGRID3
* xyz 0 1
C -2.544 1.544 -0.054
C -1.934 1.173 1.291
C -0.415 1.351 1.367
I -0.034 3.451 1.337
C 0.310 0.452 0.374
C 0.024 -0.875 0.426
C 0.569 -1.887 -0.423
C 0.110 -3.305 -0.195
C 1.227 -4.300 0.176
C 1.107 -4.657 1.654
C 1.241 -5.573 -0.693
C 1.457 -1.549 -1.387
C 2.028 -2.508 -2.391
C 1.255 -2.373 -3.686
O 1.453 -1.604 -4.558
I -0.424 -3.748 -3.826
C 1.845 -0.188 -1.460
N 2.795 0.293 -2.264
S 2.906 1.856 -1.968
N 1.834 2.016 -0.810
C 1.294 0.812 -0.595
H -3.424 0.945 -0.269
H -2.845 2.586 -0.075
H -1.845 1.390 -0.873
H -2.181 0.148 1.557
H -2.365 1.801 2.067
H -0.094 1.032 2.353
H -0.694 -1.223 1.153
H -0.592 -3.281 0.634
H -0.456 -3.645 -1.059
H 2.190 -3.809 0.053
H 0.208 -5.241 1.832
H 1.097 -3.766 2.279
H 1.960 -5.260 1.959
H 2.108 -5.613 -1.346
H 1.267 -6.465 -0.074
H 0.357 -5.643 -1.323
H 1.956 -3.536 -2.053
H 3.058 -2.249 -2.620
Br -3.044 6.088 2.831
C -2.745 7.661 1.732
C -1.296 7.813 1.352
Br -0.204 8.400 2.848
H -3.113 8.511 2.297
H -3.353 7.523 0.841
H -1.184 8.574 0.584
H -0.869 6.878 1.004
*
```

The electronic energy is -190135.2225 eV. The LUMO energy is -0.700 eV. The HOMO energy is -8.88 eV. As for the orbital gap: 8.18 eV. The molecular weight comes out at 716.06 g mol⁻¹.

Calculated atomic charges, method Mulliken, unit e: -1.122 -0.634 -0.354 0.107 -1.125 -1.072 0.744 -1.753 0.912 -1.911 -1.338 0.721 -0.524 0.098 -0.420 -0.035 1.153 -0.590 0.100 -0.482 1.107 0.342 0.352 0.277 0.382 0.526 0.480 0.338 0.499 0.109 0.421 0.433 0.373 0.483 0.302 0.457 0.229 -0.079 0.515 -0.122 -0.590 -0.457 -0.118 0.376 0.341 0.353 0.197

***

Entry 2:
Computed, not measured: the molecule C17H22BrF2NO2Si, with ωB97M-V/def2-TZVPD.

```
! RIJCOSX wB97M-V def2-TZVPD def2/J DEFGRID3
* xyz 0 1
C -3.916 -0.388 -0.100
C -3.367 0.590 0.320
N -2.580 1.687 0.661
C -1.640 1.262 1.692
O -1.193 2.003 2.500
O -1.247 -0.042 1.556
C -1.190 -0.819 2.725
F -2.102 -0.440 3.624
F -1.575 -2.052 2.308
C 0.222 -0.875 3.269
C 1.176 -1.662 2.347
Si 2.111 -0.632 1.046
C 1.994 1.227 1.314
C 3.924 -1.197 1.012
C 1.410 -1.102 -0.657
C 0.160 -1.687 -0.854
C -0.307 -2.039 -2.122
C 0.512 -1.799 -3.219
C 1.753 -1.202 -3.054
C 2.210 -0.855 -1.787
C -1.767 2.113 -0.520
Br -0.972 3.865 -0.108
C -2.578 2.270 -1.799
C -1.597 2.472 -2.995
H -4.286 -1.330 -0.428
H 0.560 0.154 3.401
H 0.206 -1.332 4.261
H 1.936 -2.125 2.983
H 0.683 -2.485 1.830
H 1.028 1.658 1.057
H 2.203 1.442 2.368
H 2.768 1.735 0.732
H 4.261 -1.453 2.016
H 4.560 -0.429 0.565
H 3.972 -2.060 0.344
H -0.487 -1.890 -0.008
H -1.282 -2.500 -2.215
H 0.168 -2.094 -4.204
H 2.390 -1.024 -3.913
H 3.185 -0.394 -1.670
H -0.934 1.420 -0.672
H -3.168 1.389 -2.031
H -3.171 3.180 -1.716
H -1.954 3.231 -3.688
H -0.578 2.680 -2.673
H -1.553 1.535 -3.557
*
```

The electronic energy is -106925.0176 eV. The LUMO energy is 0.679 eV. The HOMO energy is -9.35 eV. As for the orbital gap: 10.03 eV. Its SMILES is C#CN(C(=O)OC(F)(F)CC[Si](C)(C)c1ccccc1)[C@H](Br)CC. The molecular weight comes out at 418.35 g mol⁻¹.

Calculated atomic charges, method Mulliken, unit e: -0.253 -0.190 -0.108 0.121 -0.394 0.338 0.524 -0.348 -0.299 -0.692 -0.829 0.249 -1.043 -1.224 0.543 0.240 -0.789 -0.462 -0.694 -0.431 -0.372 -0.063 -0.215 -1.130 0.434 0.211 0.388 0.513 0.495 0.169 0.383 0.422 0.368 0.311 0.355 0.108 0.431 0.379 0.410 0.309 0.175 0.318 0.375 0.322 0.330 0.313

***

Entry 3:
Computed, not measured: a structure of composition C17H22Cl2IrN3O5, with ωB97M-V/def2-TZVPD.

```
! RIJCOSX wB97M-V def2-TZVPD def2/J DEFGRID3
* xyz 0 1
Ir 0.252 -0.063 -0.346
C -4.120 -1.887 -0.786
O -2.965 -2.347 -0.227
C -0.227 -2.534 2.181
C -0.541 -1.129 2.428
O 0.371 -0.066 1.820
C -0.121 1.255 2.151
C -1.494 1.475 1.538
O -1.559 0.762 0.281
C -2.552 1.217 -0.648
H -4.903 -2.659 -0.928
H -3.983 -1.442 -1.796
H -4.633 -1.094 -0.193
H 0.368 -1.484 0.083
H 0.558 -3.165 2.563
H -0.429 -0.937 3.496
H -1.561 -0.927 2.107
H 0.603 1.937 1.710
H -0.146 1.388 3.236
H -1.636 2.550 1.392
H -2.313 1.099 2.156
H -2.330 2.246 -0.937
H -3.526 1.143 -0.166
H -2.512 0.538 -1.494
C 1.391 5.375 -2.145
N 1.028 3.975 -2.313
C 0.722 3.474 -3.546
C 0.319 2.203 -3.745
C 0.241 1.379 -2.573
O -0.116 0.159 -2.528
N 0.564 1.889 -1.387
C 0.910 3.177 -1.164
O 1.099 3.656 -0.052
H 1.883 5.726 -3.050
H 2.068 5.461 -1.302
H 0.511 5.988 -1.947
H 0.834 4.173 -4.364
H 0.097 1.811 -4.724
Cl 2.447 -2.161 -4.387
C 1.963 -2.755 -2.795
C 1.702 -4.117 -2.710
C 1.145 -5.074 -1.873
C 0.433 -5.163 -0.655
C 0.000 -4.374 0.347
Cl -0.948 -3.172 0.775
C 1.972 -1.767 -1.852
N 1.980 -0.901 -1.067
H 2.023 -4.584 -3.637
H 1.256 -6.065 -2.294
H 0.252 -6.211 -0.402
*
```

The electronic energy is -60563.6674 eV. The LUMO energy (alpha / beta) is -0.817 / -1.786 eV. The HOMO energy (alpha / beta) is -7.18 / -6.48 eV. As for the orbital gap (alpha / beta): 6.37 / 4.70 eV. The molecular weight comes out at 611.50 g mol⁻¹.

Calculated atomic charges, method Mulliken, unit e: 1.129 -0.910 -0.682 -0.580 -0.551 -0.485 -0.606 -0.661 0.315 -0.934 0.312 0.245 0.202 0.065 0.419 0.350 0.457 0.281 0.396 0.420 0.486 0.331 0.335 0.176 -1.058 0.076 0.167 -1.285 1.112 -0.750 -0.268 0.218 -0.715 0.370 0.340 0.305 0.349 0.482 -0.259 0.294 -0.204 -0.598 0.238 -0.718 0.764 0.618 -0.779 0.289 0.213 0.287

***

Entry 4:
Computed, not measured: the molecule C17H22ClN5, with ωB97M-V/def2-TZVPD.

```
! RIJCOSX wB97M-V def2-TZVPD def2/J DEFGRID3
* xyz 0 1
C 1.074 1.038 3.490
C 0.913 0.309 2.116
C 1.319 1.250 0.950
N 2.767 1.594 1.025
C 3.823 0.828 0.566
C 3.668 -0.430 -0.067
N 4.717 -1.099 -0.622
C 5.928 -0.506 -0.474
C 6.062 0.701 0.231
Cl 7.620 1.392 0.460
N 5.023 1.417 0.701
N -0.425 -0.258 1.845
C -0.489 -1.513 1.056
C -0.853 -1.306 -0.465
N -2.026 -0.424 -0.632
C -2.939 -0.627 -1.654
C -2.590 -1.044 -2.970
C -3.530 -1.123 -4.027
C -4.852 -0.893 -3.749
C -5.225 -0.491 -2.470
C -4.294 -0.338 -1.433
C -1.990 0.861 0.136
C -1.600 0.655 1.620
H 0.772 0.431 4.339
H 2.100 1.366 3.659
H 0.473 1.939 3.477
H 1.608 -0.542 2.138
H 0.736 2.157 1.030
H 1.149 0.815 -0.008
H 3.073 2.447 1.472
H 2.645 -0.803 -0.156
H 6.837 -0.957 -0.849
H -1.294 -2.137 1.473
H 0.416 -2.097 1.115
H -1.084 -2.294 -0.869
H 0.032 -0.918 -1.003
H -1.571 -1.308 -3.132
H -3.219 -1.358 -5.033
H -5.599 -0.998 -4.547
H -6.281 -0.403 -2.237
H -4.656 -0.012 -0.479
H -2.980 1.300 0.130
H -1.355 1.600 -0.361
H -2.492 0.165 2.099
H -1.408 1.613 2.108
*
```

The electronic energy is -37957.9988 eV. The LUMO energy is 0.308 eV. The HOMO energy is -7.74 eV. As for the orbital gap: 8.05 eV. Its SMILES is C[C@H](CNc1cncc(Cl)n1)N1CCN(c2ccccc2)CC1. The molecular weight comes out at 331.85 g mol⁻¹.

Calculated atomic charges, method Mulliken, unit e: -1.719 0.566 -1.218 -0.044 0.534 -0.066 -0.584 -0.343 0.337 -0.177 -0.647 0.159 -1.226 -0.600 0.223 0.109 -0.183 -0.667 -0.374 -0.637 -0.232 -0.519 -0.876 0.410 0.407 0.330 0.299 0.332 0.415 0.300 0.383 0.401 0.420 0.456 0.555 0.278 0.411 0.374 0.336 0.328 0.409 0.516 0.111 0.330 0.382

***

no.,maximum force (eV/A)
1,0.58
2,1.71
3,2.24
4,2.54